# 1
Computed, not measured: C11H14BN7SeW as an isolated structure, with ωB97M-V with the def2-TZVPD basis set.

XYZ file:
```
35
Properties=species:S:1:pos:R:3:forces:R:3
H -0.02740 3.13810 0.81350 0.11 0.10 -0.35
N 0.28690 1.80360 -0.79420 0.00 -0.02 0.09
B 0.70930 0.75460 -3.13630 -0.16 0.07 -0.87
N 0.62330 1.94140 -2.10590 0.56 0.74 -0.67
C 0.77360 3.26160 -2.37740 -0.22 -1.15 0.36
W 0.00000 0.00000 0.00000 -0.51 -1.64 0.77
H 1.03930 3.57950 -3.38440 -0.14 -0.11 0.35
C 0.52920 3.99500 -1.21560 -0.24 -0.52 0.93
H 0.56850 5.07580 -1.09120 -0.01 -0.46 -0.02
C 0.22460 3.03250 -0.24010 0.04 1.45 -0.28
H 1.19160 1.21250 -4.15050 -0.16 -0.23 0.41
C -2.16910 -2.83760 1.57300 1.52 -1.41 -0.59
H -2.44170 -3.19900 2.57320 -0.25 0.26 -0.38
H -1.13160 -3.35120 1.38350 -1.48 1.53 0.27
H -2.79770 -3.27160 0.78180 -0.11 0.21 0.53
N -0.68150 0.17350 -3.44380 0.35 0.40 -0.55
N 1.65390 -0.32930 -2.55960 0.55 0.07 -0.75
N -1.49830 -0.33620 -2.48280 1.02 0.41 0.51
N 1.53420 -0.78610 -1.28920 -1.12 0.51 0.64
C -1.29830 0.16240 -4.66350 -0.23 -0.21 0.74
C 2.66760 -0.97920 -3.18620 -0.75 0.35 0.73
H -0.78410 0.53030 -5.55170 -0.22 -0.14 0.39
H 2.91540 -0.74210 -4.22000 -0.10 -0.08 0.39
C -2.57010 -0.37340 -4.49330 0.51 0.04 0.56
C 3.22580 -1.89140 -2.29100 -0.49 0.12 0.80
C -2.63570 -0.66560 -3.10910 -0.41 -0.21 0.11
C 2.47960 -1.72700 -1.10850 0.88 -0.65 -0.25
H -3.32980 -0.53830 -5.25730 0.32 0.05 0.43
H 4.06020 -2.56880 -2.46590 -0.38 0.27 0.12
H -3.45800 -1.10760 -2.54170 0.35 0.21 -0.30
H 2.58180 -2.22160 -0.14220 0.02 0.12 -0.40
H -2.24150 -1.73470 1.53020 0.39 -0.46 0.03
Se 0.00000 0.00000 5.06980 -0.05 -0.01 -3.45
C 0.00000 0.00000 3.31560 0.22 -0.06 -2.31
N 0.00000 0.00000 2.00000 0.20 0.46 2.01
```
Forces are in eV/Å.

Charge = +2
Energy above the lowest of the compared OMol25 structures with the same formula, charge and spin = 44.6 kJ/mol
HOMO-LUMO gap (alpha / beta) = 4.620 / 5.876 eV
Spin multiplicity = 3

---

# 2
Computed, not measured: C11H14BrClN2O2 as an isolated structure, with ωB97M-V with the def2-TZVPD basis set.

XYZ file:
```
31
Properties=species:S:1:pos:R:3:forces:R:3
C 4.23651 2.18260 -0.63702 -1.51 -0.18 -2.87
O 3.57736 0.93024 -1.02867 0.10 1.23 -0.37
C 3.17435 0.07119 0.07829 9.05 4.06 -0.48
C 2.81119 -1.18727 -0.41443 5.15 -1.17 3.54
H 3.65263 -1.61236 -0.90658 1.10 -1.04 0.36
H 2.50528 -1.64409 0.47583 -0.92 -1.93 0.85
C 1.97622 -1.00825 -1.41884 -9.66 -6.03 -12.58
N 0.68070 -0.36294 -1.33922 3.18 3.55 0.00
C -0.34286 -0.88039 -0.65194 1.24 -1.06 0.55
O -0.53024 -1.98627 -0.29643 1.31 -5.93 -0.25
N -1.22409 -0.07416 -0.20543 -1.22 10.44 -0.84
C -2.44591 -0.14142 0.28726 -2.27 8.53 0.81
C -3.06937 -1.10655 0.73676 -0.15 -14.02 4.46
C -4.22950 -1.47150 1.51624 0.45 12.13 -4.01
C -5.02515 -0.24278 1.54875 1.93 -4.56 2.72
C -4.44302 1.03663 1.35411 -4.63 -0.22 -0.12
C -3.34717 1.24884 0.68897 5.18 -4.06 -2.57
Cl -2.70854 2.71125 0.18041 0.27 1.16 -0.21
H -5.25885 1.76020 1.39759 0.81 0.72 0.49
Br -6.61448 -0.42389 2.63832 0.06 0.49 -0.52
H -4.57051 -2.34796 1.69649 -1.82 -5.70 1.36
H -2.22657 -2.23323 0.79227 -2.70 3.49 -0.68
H -1.07704 0.96553 -0.43462 0.12 -1.89 0.19
H 0.94656 0.62555 -1.13370 -1.43 -0.63 -0.36
H 2.25268 -0.91843 -2.65432 0.35 0.45 3.99
H 1.40053 -2.18434 -1.73290 2.09 2.54 1.11
H 4.14446 0.25616 0.74661 -1.92 -1.62 -0.55
H 2.47601 0.52347 0.56805 -4.69 2.75 3.09
H 4.63160 2.71808 -1.58907 -1.21 -0.97 1.31
H 3.51329 2.83528 -0.11572 0.64 -0.20 0.04
H 5.13393 1.96082 -0.14708 1.13 -0.31 1.54
```
Forces are in eV/Å.

HOMO-LUMO gap = 8.388 eV
Spin multiplicity = 1

---

# 3
Computed, not measured: a 2-piece molecular cluster, C11H14ClF5NO3S overall, with ωB97M-V with the def2-TZVPD basis set.

XYZ file:
```
36
Properties=species:S:1:pos:R:3:forces:R:3
O -0.37035 -0.95856 -0.04594 0.11 0.99 -0.69
S 0.14880 -1.97585 -0.89051 -0.66 0.08 2.19
O 0.21242 -3.26537 -0.30096 0.76 -0.84 -1.10
C 1.78062 -1.42318 -1.46105 -1.21 -1.25 -0.47
C 2.33670 -0.27974 -1.03435 0.05 1.13 0.77
C 3.58161 0.08810 -1.55099 0.30 0.54 0.29
Cl 4.30529 1.54547 -1.05740 -0.12 -0.23 -0.04
C 4.20724 -0.72911 -2.46840 0.53 0.16 -0.40
C 3.57798 -1.87377 -2.86359 0.43 -0.42 -0.49
N 2.39489 -2.20887 -2.35910 0.21 -0.40 -0.32
C -0.90936 -2.04025 -2.40145 -0.26 0.15 -1.23
F -2.00415 -2.71395 -2.11130 -0.10 0.15 0.59
F -0.29669 -2.71964 -3.40390 0.69 0.10 0.43
C -1.28456 -0.63036 -2.98061 -0.38 -0.38 -0.86
F -0.21424 0.17428 -3.03336 0.02 -0.09 0.48
F -1.67433 -0.83746 -4.24003 -0.07 0.06 0.16
F -2.27500 -0.08319 -2.31654 0.29 0.15 0.29
H 1.83315 0.35053 -0.30529 -0.08 -0.12 -0.13
H 5.16392 -0.49274 -2.91866 -0.08 0.14 0.19
H 4.02157 -2.53228 -3.60241 -0.16 -0.05 0.13
H 1.98259 -3.08042 -2.68388 -0.23 0.09 0.20
C -1.78169 2.96266 4.31450 0.02 -0.15 0.03
C -1.32781 2.94106 2.86546 -0.14 0.09 0.09
O -0.58533 1.78326 2.51388 0.27 -0.03 -0.18
C -1.25333 0.54126 2.66420 -0.15 -0.02 0.09
C -2.51621 0.41698 1.82917 -0.04 0.14 -0.03
H -0.92358 2.88318 4.98385 -0.01 0.05 -0.01
H -2.31024 3.89157 4.53034 0.03 0.01 -0.02
H -2.45523 2.13619 4.54448 -0.07 0.05 -0.02
H -0.66494 3.78842 2.68743 0.10 -0.10 -0.06
H -2.17986 3.06602 2.18871 -0.04 -0.03 0.04
H -1.46515 0.34946 3.72129 -0.07 0.02 -0.01
H -0.54119 -0.22106 2.34905 0.08 0.09 0.02
H -3.26866 1.15476 2.10929 -0.03 -0.06 0.08
H -2.95645 -0.57327 1.95536 0.03 0.00 0.00
H -2.28842 0.56584 0.77270 0.00 -0.02 0.01
```
Forces are in eV/Å.

Charge = +1
HOMO-LUMO gap = 5.960 eV
Spin multiplicity = 1

---

Number 1: maximum force 0.06707 Eh/bohr, molecular weight 517.89 g/mol. Number 2: maximum force 0.33002 Eh/bohr, molecular weight 321.60 g/mol. Number 3: maximum force 0.04455 Eh/bohr, molecular weight 370.75 g/mol.